Density functional theory data (the ωB97M-V functional and the def2-TZVPD basis) for the molecule C9H11N in a non-equilibrium geometry.

## Properties
⟨S²⟩: 2.08
M (g/mol): 133.2
Frontier orbital gap (alpha / beta) (eV): 6.7 / 7.6
Relative energy (zero: lowest compared OMol25 entry of this formula, charge and spin) (kcal per mole): 12.8
2S+1: 3
E_HOMO (alpha / beta) (eV): -5.896 / -7.991

The geometry in XYZ format:
```
21
Properties=species:S:1:pos:R:3:lowdin_spin:R:1
C -0.535 -0.162 2.108 0.06
C -0.495 -1.516 1.965 -0.03
C -0.108 0.414 0.807 0.03
C 0.046 -0.743 -0.050 0.19
C 0.146 0.623 -2.085 0.92
C 0.309 -0.547 -1.417 0.09
C 0.197 1.668 0.468 0.39
C 0.793 -1.816 -2.044 0.02
C -0.517 2.930 0.974 0.05
N -0.233 -1.840 0.609 0.10
H -0.750 0.423 2.954 0.00
H -0.603 -2.456 2.647 0.00
H 0.653 0.776 -3.049 0.08
H 0.772 1.751 -0.386 0.04
H 1.544 -2.286 -1.360 0.00
H 0.918 -1.642 -3.080 0.00
H 0.004 -2.517 -2.075 0.00
H 0.271 3.733 0.898 0.01
H -0.994 2.844 1.909 0.00
H -1.291 3.173 0.071 0.03
H -0.126 -2.811 0.137 0.00
```

=====

Density functional theory data (the ωB97M-V functional and the def2-TZVPD basis) for the ion C9H11N2O3S with charge +1 in a non-equilibrium geometry.

## Properties
M (g/mol): 227.3
Frontier orbital gap (eV): 8.6
Relative energy (zero: lowest compared OMol25 entry of this formula, charge and spin) (kcal per mole): 25.6
E_HOMO (eV): -12.959
Net charge: +1

The geometry in XYZ format:
```
26
Properties=species:S:1:pos:R:3:mulliken_charge:R:1
N 2.206 2.002 0.573 -0.68
C 1.925 1.199 -0.654 0.11
C 3.037 0.212 -0.994 -0.75
S 3.333 -1.033 0.056 0.97
O 4.515 -1.764 0.063 -0.49
O 2.108 -1.470 0.680 -0.43
N 0.738 0.521 -0.561 -0.02
C -0.363 0.867 0.129 0.37
O -0.337 1.984 0.731 -0.47
C -1.555 0.055 0.043 0.67
C -2.668 0.363 0.819 -0.47
C -3.727 -0.605 0.834 -0.34
C -3.682 -1.716 0.018 -0.45
C -2.500 -2.132 -0.555 -0.68
C -1.470 -1.165 -0.623 -0.24
H 2.944 1.489 1.142 0.27
H 2.725 2.914 0.326 0.31
H 1.941 2.021 -1.504 0.31
H 3.953 0.590 -1.424 0.35
H 0.887 -0.404 -0.944 0.27
H 0.639 2.376 0.819 0.53
H -2.598 1.237 1.406 0.51
H -4.627 -0.669 1.550 0.28
H -4.559 -2.313 0.142 0.37
H -2.297 -3.079 -0.898 0.47
H -0.570 -1.479 -1.176 0.22
```

=====

Density functional theory data (the ωB97M-V functional and the def2-TZVPD basis) for the molecule C9H11N3 in a non-equilibrium geometry.

## Properties
M (g/mol): 161.2
Frontier orbital gap (eV): 8.3
Relative energy (zero: lowest compared OMol25 entry of this formula, charge and spin) (kcal per mole): 35.5
E_HOMO (eV): -7.587

The geometry in XYZ format:
```
23
Properties=species:S:1:pos:R:3:mulliken_charge:R:1
C 0.150 -2.581 2.758 -1.27
C 0.278 -1.784 1.436 0.31
C 1.060 -2.134 0.332 -0.39
C 1.018 -1.363 -0.875 -0.58
C 0.240 -0.219 -0.946 0.59
C -0.573 0.127 0.145 0.19
C -0.541 -0.687 1.225 -0.41
C -1.335 1.469 0.055 -0.52
N -0.735 2.327 -0.994 -0.24
C -0.051 1.823 -1.984 0.36
N 0.447 2.894 -2.965 -0.58
N 0.553 0.654 -2.005 -0.69
H 0.968 -2.379 3.385 0.33
H -0.791 -2.441 3.464 0.28
H 0.353 -3.647 2.589 0.33
H 1.628 -3.031 0.246 0.39
H 1.714 -1.607 -1.648 0.42
H -1.297 -0.389 2.017 0.20
H -2.404 1.357 -0.185 0.23
H -1.188 1.880 1.125 0.31
H -1.272 3.162 -1.237 0.28
H 1.388 2.667 -3.371 0.25
H 0.389 3.901 -2.567 0.22
```

=====

Density functional theory data (the ωB97M-V functional and the def2-TZVPD basis) for the molecule C9H11N3O in a non-equilibrium geometry.

## Properties
M (g/mol): 177.2
Frontier orbital gap (eV): 8.1
Relative energy (zero: lowest compared OMol25 entry of this formula, charge and spin) (kcal per mole): 26.2
E_HOMO (eV): -7.318

The geometry in XYZ format:
```
24
Properties=species:S:1:pos:R:3:mulliken_charge:R:1
C -2.232 -1.557 -3.231 -0.83
O -0.855 -1.072 -3.036 -0.44
C -0.474 -0.922 -1.698 0.42
C -0.261 -2.015 -0.757 -0.53
C 0.127 -1.723 0.532 -0.52
C 0.431 -0.376 0.892 0.37
C 0.628 0.520 -0.087 0.58
C 0.094 0.303 -1.344 -0.59
C 1.304 1.788 0.187 -0.52
N 0.824 2.053 1.521 -0.29
C 0.928 1.084 2.489 0.41
N 0.937 1.433 3.759 -0.40
N 0.902 -0.154 2.159 -0.78
H -2.144 -2.626 -3.244 0.34
H -2.998 -1.414 -2.389 0.29
H -2.681 -1.244 -4.114 0.32
H -0.618 -3.050 -0.963 0.25
H 0.076 -2.378 1.370 0.43
H 0.161 1.084 -2.193 0.22
H 1.114 2.668 -0.457 0.39
H 2.354 1.621 0.316 0.16
H 0.419 2.963 1.738 0.24
H 0.988 0.647 4.409 0.26
H 0.976 2.367 4.140 0.19
```

=====

Density functional theory data (the ωB97M-V functional and the def2-TZVPD basis) for a cluster of 2 separate species, C9H11NOS in total in a non-equilibrium geometry.

## Properties
M (g/mol): 181.3
Frontier orbital gap (eV): 8.1
Relative energy (zero: lowest compared OMol25 entry of this formula, charge and spin) (kcal per mole): 83.0
E_HOMO (eV): -8.038

The geometry in XYZ format:
```
23
Properties=species:S:1:pos:R:3:mulliken_charge:R:1
S -1.423 -2.777 -0.213 -0.33
C -1.972 -1.224 -0.069 -0.01
C -2.076 -0.505 1.155 -0.51
C -2.465 0.797 1.168 -0.18
C -2.793 1.459 -0.043 -0.49
C -2.732 0.757 -1.204 -0.31
N -2.337 -0.534 -1.203 -0.01
H -1.825 -1.037 2.058 0.39
H -2.529 1.343 2.096 0.39
H -3.095 2.493 -0.037 0.41
H -2.985 1.189 -2.160 0.38
H -2.301 -1.060 -2.067 0.26
C 0.956 -0.015 -1.136 -0.51
O 2.354 0.159 -1.241 -0.41
C 3.066 -0.360 -0.249 0.47
C 4.208 -0.680 0.279 -0.57
C 2.978 -0.955 1.117 -0.54
H 0.675 -1.039 -1.402 0.30
H 0.504 0.686 -1.838 0.20
H 0.604 0.197 -0.123 0.33
H 5.264 -0.733 0.230 0.39
H 2.619 -1.973 1.242 0.18
H 2.762 -0.323 1.976 0.19
```

=====

Density functional theory data (the ωB97M-V functional and the def2-TZVPD basis) for a cluster of 2 separate species, C9H11NOS in total in a non-equilibrium geometry.

## Properties
M (g/mol): 181.3
Frontier orbital gap (alpha / beta) (eV): 6.5 / 6.5
Relative energy (zero: lowest compared OMol25 entry of this formula, charge and spin) (kcal per mole): 152.3
E_HOMO (alpha / beta) (eV): -8.055 / -8.057

The geometry in XYZ format:
```
23
Properties=species:S:1:pos:R:3:mulliken_charge:R:1
C -2.839 -1.065 -0.992 -0.24
C -2.218 -1.959 -0.129 -0.54
C -2.143 -0.020 -1.554 -0.68
C -0.891 -1.761 0.212 -0.27
C -0.874 0.171 -1.243 0.09
C -0.185 -0.665 -0.371 0.33
C 1.115 -0.427 -0.126 -0.23
C 3.323 0.494 0.114 -0.72
C -0.360 1.932 1.868 -0.65
N 2.246 -0.264 -0.605 0.62
O 2.595 -0.814 -1.665 -0.67
S 0.850 0.711 2.364 -0.24
H -3.908 -1.261 -1.006 0.36
H -2.702 -2.965 0.039 0.30
H -2.641 0.693 -2.207 0.36
H -0.459 -2.393 1.000 0.35
H -0.323 1.077 -1.757 0.21
H 3.857 0.954 -0.704 0.31
H 2.963 1.133 0.954 0.26
H 4.024 -0.255 0.549 0.28
H 0.043 2.425 0.926 0.17
H -0.179 2.779 2.570 0.34
H -1.295 1.481 1.762 0.24
```

=====

Density functional theory data (the ωB97M-V functional and the def2-TZVPD basis) for a cluster of 2 separate species, C9H11NS in total in a non-equilibrium geometry.

## Properties
M (g/mol): 165.3
Frontier orbital gap (alpha / beta) (eV): 3.9 / 3.5
Relative energy (zero: lowest compared OMol25 entry of this formula, charge and spin) (kcal per mole): 113.7
E_HOMO (alpha / beta) (eV): -5.811 / -5.604

The geometry in XYZ format:
```
22
Properties=species:S:1:pos:R:3:mulliken_charge:R:1
C 2.852 -0.326 0.069 -0.27
C 2.301 0.140 -1.112 -0.48
C 2.222 -0.290 1.344 -0.58
C 1.051 0.731 -1.087 -0.48
C 0.909 0.255 1.399 -0.35
C 0.278 0.695 0.229 0.72
C -2.230 1.090 -0.651 -0.53
C -2.281 0.824 0.868 -0.46
C -1.049 0.992 0.153 -0.12
N -1.777 -3.663 0.131 -0.45
S -1.537 -2.122 -0.516 -0.29
H 3.906 -0.583 0.112 0.33
H 2.909 0.145 -2.016 0.36
H 2.707 -0.723 2.221 0.39
H 0.517 1.099 -1.928 0.45
H 0.548 0.470 2.371 0.45
H -2.550 0.301 -1.346 0.21
H -2.515 2.072 -1.092 0.25
H -2.896 1.743 1.231 0.24
H -2.340 -0.213 1.241 0.19
H -1.652 -4.426 -0.498 0.22
H -1.415 -3.758 1.041 0.21
```

=====

Density functional theory data (the ωB97M-V functional and the def2-TZVPD basis) for a structure of composition C9H11NS in a non-equilibrium geometry.

## Properties
M (g/mol): 165.3
Frontier orbital gap (eV): 9.6
Relative energy (zero: lowest compared OMol25 entry of this formula, charge and spin) (kcal per mole): 107.5
E_HOMO (eV): -8.729

The geometry in XYZ format:
```
22
Properties=species:S:1:pos:R:3:mulliken_charge:R:1
C -0.346 -0.372 1.550 -0.58
C -1.078 -1.150 0.374 -0.40
C -2.547 -0.711 -0.277 -0.67
C -1.260 1.137 -0.544 -0.91
C -0.305 0.037 0.076 1.43
C 1.228 -0.020 -0.313 -0.16
C 2.042 1.025 0.323 -1.05
C 3.363 0.911 0.144 0.00
C 1.924 -0.994 -0.793 -0.32
H -0.924 0.248 2.472 0.23
H 0.699 -0.929 1.926 0.24
H -0.769 -2.272 0.075 0.24
H -3.197 -0.248 0.446 0.27
H -2.990 -1.657 -0.574 0.40
H -2.181 0.349 -2.039 0.33
H -1.447 2.197 0.077 0.20
H -0.842 1.614 -1.545 0.32
H 1.448 1.771 0.743 0.40
H 4.380 1.441 0.270 0.32
H 1.593 -2.146 -0.825 0.20
N -2.462 0.364 -1.068 -0.40
S 3.673 -0.594 -0.498 -0.10
```

=====

Density functional theory data (the ωB97M-V functional and the def2-TZVPD basis) for a cluster of 2 separate species, C9H11O2 in total in a non-equilibrium geometry.

## Properties
M (g/mol): 151.2
Frontier orbital gap (eV): 8.0
Relative energy (zero: lowest compared OMol25 entry of this formula, charge and spin) (kcal per mole): 16.5
E_HOMO (eV): -4.250
Net charge: -1

The geometry in XYZ format:
```
22
Properties=species:S:1:pos:R:3:mulliken_charge:R:1
C -1.361 -3.441 -2.144 -1.06
C -1.088 -2.205 -1.296 0.68
O -1.454 -2.226 -0.113 -0.71
O -0.416 -1.286 -1.862 -0.77
H -1.804 -4.215 -1.511 0.31
H -0.539 -3.721 -2.790 0.30
H -2.205 -3.170 -2.801 0.21
C -0.370 -0.081 2.200 -1.23
C 0.059 0.814 -0.064 0.03
C 0.261 0.939 1.323 0.61
C 0.616 1.755 -0.932 -0.58
C 1.150 1.937 1.750 -0.31
C 1.461 2.726 -0.485 -0.19
C 1.665 2.906 0.901 -0.67
H -0.610 0.036 -0.482 0.21
H 0.423 1.683 -2.003 0.37
H -0.662 -1.035 1.749 0.31
H -1.371 0.249 2.521 0.22
H 1.233 2.028 2.833 0.31
H 2.185 3.221 -1.119 0.32
H 2.545 3.402 1.297 0.28
H 0.281 -0.315 3.029 0.35
```

=====

Density functional theory data (the ωB97M-V functional and the def2-TZVPD basis) for a cluster of 2 separate species, C9H11O2 in total in a non-equilibrium geometry.

## Properties
M (g/mol): 151.2
Frontier orbital gap (eV): 7.4
Relative energy (zero: lowest compared OMol25 entry of this formula, charge and spin) (kcal per mole): 15.5
E_HOMO (eV): -4.040
Net charge: -1

The geometry in XYZ format:
```
22
Properties=species:S:1:pos:R:3:mulliken_charge:R:1
C -0.129 0.380 -1.991 -1.39
C -0.558 0.746 0.446 -0.36
C -1.080 0.594 -0.845 0.87
C -1.458 0.803 1.497 -0.52
C -2.829 0.889 1.232 -0.45
C -2.445 0.550 -1.117 -0.47
C -3.320 0.746 -0.044 -0.30
H 0.517 0.810 0.509 0.34
H -1.144 0.971 2.520 0.33
H -0.228 -0.493 -2.632 0.33
H 0.909 0.178 -1.685 0.31
H -3.491 0.932 2.089 0.34
H -2.751 0.595 -2.153 0.35
H -4.381 0.851 -0.243 0.33
H -0.028 1.348 -2.501 0.31
C 3.634 -1.037 1.041 -0.89
C 2.613 -1.976 0.307 0.49
O 2.738 -3.177 0.625 -0.73
O 1.929 -1.455 -0.603 -0.65
H 4.619 -1.148 0.594 0.27
H 3.513 -1.122 2.119 0.27
H 3.371 0.015 0.834 0.25
```

=====

Please write out number 3 again, unchanged.
Density functional theory data (the ωB97M-V functional and the def2-TZVPD basis) for the molecule C9H11N3 in a non-equilibrium geometry.

## Properties
M (g/mol): 161.2
Frontier orbital gap (eV): 8.3
Relative energy (zero: lowest compared OMol25 entry of this formula, charge and spin) (kcal per mole): 35.5
E_HOMO (eV): -7.587

The geometry in XYZ format:
```
23
Properties=species:S:1:pos:R:3:mulliken_charge:R:1
C 0.150 -2.581 2.758 -1.27
C 0.278 -1.784 1.436 0.31
C 1.060 -2.134 0.332 -0.39
C 1.018 -1.363 -0.875 -0.58
C 0.240 -0.219 -0.946 0.59
C -0.573 0.127 0.145 0.19
C -0.541 -0.687 1.225 -0.41
C -1.335 1.469 0.055 -0.52
N -0.735 2.327 -0.994 -0.24
C -0.051 1.823 -1.984 0.36
N 0.447 2.894 -2.965 -0.58
N 0.553 0.654 -2.005 -0.69
H 0.968 -2.379 3.385 0.33
H -0.791 -2.441 3.464 0.28
H 0.353 -3.647 2.589 0.33
H 1.628 -3.031 0.246 0.39
H 1.714 -1.607 -1.648 0.42
H -1.297 -0.389 2.017 0.20
H -2.404 1.357 -0.185 0.23
H -1.188 1.880 1.125 0.31
H -1.272 3.162 -1.237 0.28
H 1.388 2.667 -3.371 0.25
H 0.389 3.901 -2.567 0.22
```

=====

What is the formula in the first record?
C9H11N

=====

Number 8 is which compound?
C9H11NS

=====

Which value of M does entry 5 give?
181.3 g/mol